1.
# C54H153N9O27

18 unconnected molecules or ions with the total composition C54H153N9O27 (wB97M-V/def2-TZVPD, the OMol25 dataset).

Structure (XYZ):
```
243
Properties=species:S:1:pos:R:3:lowdin_charge:R:1
C -1.245 -3.754 2.071 -0.2305
C -0.093 -4.364 2.860 -0.2814
O -0.224 -4.149 4.203 -0.0380
O -1.112 -2.345 2.025 -0.1165
H -2.107 -4.031 2.575 0.0885
H -1.178 -4.187 1.037 0.1308
H 0.870 -4.042 2.361 0.1218
H -0.241 -5.450 2.721 0.1258
H -0.028 -3.241 4.381 0.0337
H -1.172 -1.904 1.158 -0.0092
C -5.469 -1.023 -0.066 -0.2376
C -6.709 -0.163 0.173 -0.2348
O -6.451 1.227 0.093 -0.0789
O -4.357 -0.590 0.686 -0.1052
H -5.174 -1.019 -1.139 0.1133
H -5.585 -2.115 0.113 0.1161
H -7.090 -0.340 1.178 0.0934
H -7.475 -0.439 -0.579 0.1191
H -6.544 1.592 -0.828 0.1013
H -4.534 -0.595 1.671 0.0685
C -1.283 -1.835 6.216 -0.1944
C -2.466 -1.126 5.524 -0.1609
O -2.886 -1.706 4.220 -0.1095
O -0.155 -1.447 5.436 -0.0959
H -1.430 -2.956 6.190 0.1352
H -1.329 -1.422 7.243 0.1274
H -2.204 -0.078 5.363 0.1031
H -3.317 -1.209 6.198 0.1163
H -2.086 -1.797 3.661 0.0570
H 0.667 -1.360 5.869 0.0124
C -6.620 -1.654 3.856 -0.2301
C -6.032 -0.298 4.144 -0.1898
O -4.892 -0.079 3.305 -0.0929
O -5.847 -2.800 4.219 -0.0557
H -6.783 -1.600 2.745 0.1086
H -7.548 -1.865 4.305 0.1078
H -5.816 -0.222 5.216 0.1278
H -6.736 0.465 3.872 0.1199
H -4.172 -0.647 3.553 0.0292
H -4.906 -2.692 4.028 0.0573
C 0.614 -0.413 -5.102 -0.2095
C -0.503 -1.333 -5.520 -0.2375
O -1.548 -1.379 -4.568 -0.1035
O 0.126 0.980 -5.219 -0.0872
H 1.586 -0.520 -5.551 0.1131
H 0.753 -0.573 -4.064 0.0845
H -0.031 -2.295 -5.727 0.1026
H -0.865 -0.937 -6.532 0.1458
H -1.606 -2.332 -4.379 0.0363
H 0.939 1.427 -5.522 0.0462
C -4.256 1.095 -4.775 -0.2769
C -5.669 1.575 -4.411 -0.2323
O -6.289 0.904 -3.325 -0.0772
O -4.220 -0.274 -4.974 -0.0878
H -3.563 1.388 -4.004 0.1002
H -4.054 1.687 -5.704 0.1281
H -6.358 1.456 -5.292 0.1271
H -5.686 2.630 -4.117 0.1189
H -6.355 -0.022 -3.526 0.0663
H -3.246 -0.588 -4.986 0.0948
C 1.245 4.196 -2.513 -0.2557
C -0.173 4.643 -2.627 -0.1664
O -1.006 3.923 -1.647 -0.0910
O 1.317 2.864 -2.866 -0.0830
H 1.612 4.313 -1.478 0.1264
H 1.835 4.792 -3.214 0.1162
H -0.602 4.444 -3.597 0.1263
H -0.214 5.662 -2.428 0.0953
H -1.628 3.277 -2.033 0.0766
H 1.176 2.283 -2.079 0.0782
C 3.572 3.293 -5.768 -0.2589
C 4.732 3.681 -4.905 -0.1928
O 4.125 4.210 -3.679 -0.0980
O 2.812 2.298 -5.151 -0.0916
H 3.982 2.890 -6.721 0.1309
H 2.888 4.158 -5.973 0.1359
H 5.349 4.452 -5.359 0.1118
H 5.291 2.799 -4.592 0.1049
H 4.551 3.956 -2.878 0.0177
H 2.423 2.587 -4.301 0.0521
C -3.463 4.661 1.404 -0.2168
C -4.409 3.526 1.408 -0.2316
O -4.116 2.756 2.583 -0.0824
O -2.059 4.356 1.203 -0.0846
H -3.526 5.172 2.419 0.1375
H -3.728 5.331 0.647 0.0963
H -4.351 2.934 0.554 0.0886
H -5.447 3.825 1.547 0.1250
H -4.672 1.971 2.726 0.0617
H -1.917 4.163 0.261 0.0476
C 4.551 2.905 2.714 -0.0558
C 4.080 4.131 1.855 -0.4151
C 2.913 4.819 2.538 -0.1992
O 2.402 5.800 1.595 -0.2021
C 1.131 6.290 2.021 -0.0915
N 5.271 5.006 1.762 0.0453
H 5.286 2.290 2.108 0.0730
H 3.642 2.212 2.926 0.0674
H 4.948 3.100 3.745 0.0873
H 3.748 3.899 0.811 0.1191
H 3.213 5.292 3.461 0.1257
H 2.125 4.029 2.698 0.1155
H 0.775 6.987 1.260 0.0980
H 1.268 6.830 2.937 0.0743
H 0.497 5.466 2.278 0.0508
H 4.976 5.865 1.353 0.0654
H 5.523 5.265 2.671 0.0509
C -1.572 0.444 -1.958 -0.0390
C -0.686 -0.378 -1.023 -0.3305
C -0.022 0.483 0.092 -0.1632
O 0.893 1.422 -0.421 -0.2249
C 1.667 2.182 0.499 -0.0907
N -1.484 -1.452 -0.353 0.0571
H -1.966 -0.104 -2.743 0.0240
H -1.004 1.259 -2.450 0.0794
H -2.376 0.888 -1.395 0.0826
H 0.064 -0.970 -1.623 0.1457
H 0.494 -0.140 0.856 0.1309
H -0.808 1.092 0.571 0.1303
H 2.456 2.646 -0.132 0.0822
H 2.116 1.537 1.278 0.0749
H 1.099 2.988 1.030 0.1004
H -1.819 -2.079 -1.079 0.0855
H -2.302 -0.993 0.079 0.0783
C -4.431 -3.513 -3.407 -0.0509
C -3.255 -4.323 -2.874 -0.3542
C -3.556 -5.822 -2.690 -0.2035
O -2.508 -6.362 -1.881 -0.1870
C -2.483 -7.781 -1.926 -0.1086
N -2.036 -4.131 -3.795 0.0714
H -4.817 -3.803 -4.368 0.0739
H -4.223 -2.487 -3.578 0.0398
H -5.314 -3.652 -2.711 0.0962
H -3.065 -3.936 -1.872 0.1233
H -3.604 -6.305 -3.686 0.1339
H -4.481 -5.990 -2.207 0.0870
H -1.646 -8.095 -1.354 0.0736
H -2.258 -8.145 -2.927 0.0801
H -3.417 -8.319 -1.621 0.1010
H -2.244 -4.642 -4.640 0.0832
H -1.298 -4.634 -3.326 0.0594
C -1.346 5.680 4.971 -0.0486
C -0.900 4.255 5.408 -0.4242
C -1.333 3.358 4.297 -0.2273
O -0.959 2.024 4.594 -0.1783
C -0.858 1.287 3.422 -0.1131
N 0.555 4.184 5.629 0.0398
H -0.898 5.943 4.017 0.0587
H -1.292 6.525 5.677 0.0781
H -2.411 5.683 4.851 0.0584
H -1.443 3.871 6.337 0.1553
H -0.893 3.542 3.319 0.1085
H -2.424 3.424 4.285 0.1214
H -1.722 1.455 2.831 0.0752
H -0.953 0.277 3.805 0.0589
H 0.089 1.337 2.822 0.0882
H 0.640 3.189 5.935 0.0799
H 0.800 4.890 6.300 0.0602
C 8.257 3.301 -0.590 -0.0337
C 7.476 4.491 -1.189 -0.4131
C 7.960 4.910 -2.633 -0.1966
O 9.197 5.532 -2.447 -0.2347
C 9.920 5.903 -3.614 -0.0851
N 6.042 4.298 -1.190 0.0346
H 8.045 3.280 0.485 0.0821
H 9.282 3.548 -0.819 0.0716
H 8.008 2.450 -1.164 0.0464
H 7.716 5.332 -0.531 0.1271
H 7.264 5.564 -3.204 0.1283
H 8.196 3.989 -3.193 0.1231
H 10.690 6.646 -3.256 0.1074
H 9.164 6.329 -4.255 0.0756
H 10.395 5.008 -4.015 0.0838
H 5.667 4.054 -0.309 0.0101
H 5.540 5.206 -1.367 0.1090
C 2.319 -3.764 -0.548 -0.0620
C 1.733 -4.527 -1.682 -0.4301
C 2.240 -4.092 -2.991 -0.2578
O 1.626 -4.830 -3.992 -0.1973
C 2.192 -4.498 -5.241 -0.0919
N 1.952 -5.967 -1.390 0.0669
H 3.323 -4.081 -0.246 0.0895
H 1.714 -3.839 0.336 0.0549
H 2.508 -2.730 -0.838 0.0776
H 0.646 -4.251 -1.583 0.1440
H 3.277 -4.291 -3.143 0.1118
H 2.130 -3.010 -3.284 0.1252
H 1.955 -3.443 -5.383 0.0671
H 1.850 -5.114 -6.090 0.0990
H 3.280 -4.601 -5.130 0.0908
H 1.813 -6.625 -2.162 0.0783
H 2.822 -6.081 -0.943 0.0413
C -5.667 -6.190 0.474 -0.0455
C -6.895 -5.582 1.255 -0.3616
C -8.072 -4.972 0.417 -0.2231
O -7.613 -4.114 -0.595 -0.1995
C -8.717 -3.456 -1.154 -0.1253
N -7.603 -6.682 1.995 0.0026
H -4.953 -5.575 -0.093 0.0529
H -6.049 -6.891 -0.318 0.0841
H -5.140 -6.815 1.215 0.0738
H -6.679 -4.890 1.986 0.0911
H -8.606 -4.441 1.190 0.1135
H -8.692 -5.807 0.048 0.1253
H -9.244 -2.841 -0.389 0.0967
H -9.465 -4.175 -1.440 0.0743
H -8.306 -2.905 -2.017 0.0941
H -7.226 -6.829 2.943 0.0749
H -7.419 -7.596 1.511 0.0817
C 2.531 -0.552 3.888 -0.0502
C 3.210 -1.130 5.098 -0.4453
C 4.670 -0.851 4.985 -0.2309
O 5.187 -1.526 3.881 -0.1816
C 6.514 -1.285 3.684 -0.1310
N 2.463 -0.620 6.223 0.0333
H 2.594 0.553 4.003 0.0824
H 1.534 -0.921 3.864 0.0517
H 3.061 -0.856 2.937 0.0926
H 3.068 -2.238 5.042 0.1642
H 5.260 -1.096 5.832 0.1101
H 4.900 0.258 4.930 0.1419
H 6.749 -1.917 2.850 0.0901
H 7.199 -1.513 4.441 0.0735
H 6.589 -0.225 3.377 0.0995
H 2.863 -0.948 7.126 0.1123
H 2.157 0.359 6.181 0.1006
C 4.429 -1.299 -3.549 -0.0560
C 5.200 -0.042 -3.130 -0.4500
C 4.721 0.370 -1.742 -0.1980
O 5.038 -0.725 -0.884 -0.2146
C 4.570 -0.535 0.521 -0.0313
N 6.581 -0.338 -3.142 0.0471
H 3.394 -1.040 -3.695 0.0485
H 4.600 -2.130 -2.864 0.0679
H 4.852 -1.633 -4.562 0.1049
H 5.073 0.811 -3.793 0.1176
H 3.753 0.830 -1.601 0.1080
H 5.431 1.195 -1.411 0.1231
H 5.116 0.204 1.043 0.0495
H 4.627 -1.471 1.063 0.0791
H 3.544 -0.176 0.369 0.0726
H 6.827 -0.973 -2.381 0.0883
H 7.116 0.497 -3.100 0.0540
```

***

2.
12
Properties=species:S:1:pos:R:3:lowdin_charge:R:1 method="wB97M-V/def2-TZVPD" charge=+1
C -0.641 1.523 0.184 0.0154
C 1.768 0.816 0.105 -0.1871
C -0.933 -1.716 0.038 -0.1292
N 0.545 1.602 0.054 0.1348
N 1.610 -0.306 -0.346 0.1547
O -2.749 0.073 -0.504 -0.4657
S -1.767 -0.371 0.483 0.9435
H -1.506 2.256 0.202 0.1659
H 2.572 1.512 0.308 0.1405
H -1.367 -2.495 -0.510 0.0431
H 0.091 -1.861 0.423 0.0393
H 2.379 -1.033 -0.435 0.1450

***

Relative energy (zero: lowest compared OMol25 entry of this formula, charge and spin) list, top to bottom, in eV: 1.060 4.919
HOMO energy list, top to bottom, in eV: -8.846 -14.377